Record 1
Computed, not measured: a structure of composition C4H9N3O, with the ωB97M-V functional and the def2-TZVPD basis.

Positions of all 17 atoms, in Å:
C1 0.34559 -0.15680 1.55565
N1 -0.42197 -0.13280 0.29833
C2 -0.18713 1.43297 -0.39947
N2 -1.81135 -0.36029 0.54499
N3 1.03539 1.45813 -0.80774
O1 -1.21965 2.02017 -0.51649
H1 -2.13869 0.31622 1.23206
H2 -2.30902 -0.12355 -0.31339
H3 1.51609 0.26508 -1.15974
H4 1.35513 2.25312 -1.33535
H5 0.22880 -1.12702 2.03824
H6 1.38910 0.03581 1.32519
H7 -0.02412 0.61949 2.22889
C3 0.11114 -1.34802 -0.69447
C4 1.23887 -1.18622 -1.30776
H8 1.61766 -1.93600 -1.98638
H9 -0.72584 -2.03032 -0.70255

relative energy (zero: lowest compared OMol25 entry of this formula, charge and spin) = 4.6022 eV
charge = 0
HOMO = -8.6 eV
frontier orbital gap = 9.540 eV

***

Record 2
Computed, not measured: a cluster of 2 separate species, C4H9N3O in total, with the ωB97M-V functional and the def2-TZVPD basis.

Positions of all 17 atoms, in Å:
C1 0.68178 1.26896 -1.09014
N1 -0.46273 0.87587 -0.46726
N2 -0.40151 1.01278 0.85083
C2 1.68873 0.04298 1.15292
N3 1.28686 -1.25852 1.27655
C3 -1.27864 -0.07552 -1.13305
C4 -2.19140 -0.85410 -0.56079
O1 2.42540 0.60938 1.91569
H1 -1.15369 0.47744 1.28170
H2 1.68433 -1.81238 2.02108
H3 0.66861 -1.66419 0.59477
H4 -1.12711 -0.08736 -2.20413
H5 1.09855 2.20427 -0.74199
H6 0.74293 1.09996 -2.15550
H7 1.57121 0.47671 -0.06169
H8 -2.43115 -0.81565 0.49249
H9 -2.80217 -1.50065 -1.17149

relative energy (zero: lowest compared OMol25 entry of this formula, charge and spin) = 4.8300 eV
charge = 0
HOMO = -7.9 eV
frontier orbital gap = 7.803 eV